13
Properties=species:S:1:pos:R:3 method="wB97M-V/def2-TZVPD" lumo_ha=-0.202 charge=+1 e_above_lowest_ev=5.336 spin_multiplicity=1
C -0.547 0.835 1.068
C 2.381 -0.571 -1.355
N -1.555 0.185 -1.022
N -1.511 0.830 -0.004
O -2.575 1.435 0.391
O 1.484 -0.720 -0.556
H 0.011 1.689 0.919
H 0.062 -0.084 1.101
H -1.100 0.982 2.044
H 2.814 -1.469 -1.878
H 2.690 0.320 -1.834
H -0.619 -0.264 -1.286
H -3.211 1.680 -0.401